(1)
Density functional theory data (ωB97M-V/def2-TZVPD) for one molecule with the formula C18H25N3O4S.

XYZ file:
```
51
Properties=species:S:1:pos:R:3:forces:R:3:mulliken_charge:R:1
O -0.1641 -2.2117 -0.0379 0.138 -0.267 -0.090 -0.685
O 4.4677 -0.2575 -1.0065 0.221 0.114 0.275 -0.797
C 4.0880 -1.3401 1.6470 0.118 0.062 -0.054 -1.824
H -6.1942 1.1483 0.2505 0.011 0.016 -0.048 0.501
C -2.9632 -0.8584 0.5845 -0.042 -0.484 -0.148 -0.489
C 2.3867 1.0512 -0.0561 0.083 -0.623 -0.166 0.485
H 4.0202 -0.3164 2.0120 0.036 0.082 0.105 0.440
H -3.9529 2.2779 0.0901 -0.021 -0.128 0.113 0.489
C -4.2246 -1.5133 0.0174 0.157 0.045 0.290 -0.783
H 2.1577 -3.2234 -0.5222 -0.008 -0.118 -0.015 0.398
H 4.2664 2.0193 -0.0243 0.141 0.048 0.018 0.568
S 3.0785 -0.4796 -0.7094 0.277 0.393 -0.036 1.681
H -2.0916 -1.4397 0.2963 -0.014 0.089 0.024 0.335
N 0.1852 0.0143 -0.0923 -0.499 0.268 -0.085 0.693
H 3.0481 -3.7992 0.8976 0.014 0.054 0.116 0.428
C 2.6761 3.3123 0.6648 -0.011 -0.040 -0.042 -0.789
H -5.2662 0.6242 -1.1783 -0.026 0.006 0.029 0.335
N -5.3965 -0.7618 0.4274 0.031 -0.003 -0.071 -0.108
C -6.6246 -1.4100 0.0244 0.041 0.016 0.011 -1.078
C 2.9352 -1.6509 0.7136 0.091 0.494 -0.316 1.571
H 4.0883 -2.0173 2.4993 -0.096 -0.061 0.056 0.445
H -4.1276 1.3037 1.5818 -0.026 0.015 -0.040 0.373
O -2.1343 2.1646 -1.1968 0.092 0.207 -0.240 -0.669
C 3.0194 -3.0418 0.1159 -0.080 0.022 -0.338 -1.733
H -1.0892 -0.8049 -1.4944 0.042 0.128 0.048 0.765
H -4.1410 -1.5687 -1.0837 -0.001 -0.024 0.017 0.328
O 2.2378 -0.9192 -1.7890 -0.322 -0.194 0.008 -0.688
H -0.5765 2.3951 0.8368 -0.096 -0.007 0.027 0.547
H -7.4693 -0.8326 0.3968 -0.086 -0.024 -0.017 0.342
C 0.4802 -1.2469 0.3246 -0.355 -0.285 0.675 1.121
H 1.3190 -2.2095 2.0110 0.017 0.073 -0.096 0.577
C -4.0591 1.2688 0.4901 -0.264 0.366 -0.186 -1.018
H 3.3146 4.1619 0.8499 0.064 0.068 0.009 0.413
H 1.6325 -0.4609 1.9682 0.029 -0.105 0.020 0.319
H -3.0359 -0.8448 1.6777 0.037 -0.064 -0.048 0.093
C -0.7931 0.1911 -1.1588 -0.102 -0.026 -0.381 -1.186
H 5.0264 -1.4453 1.1085 0.095 -0.041 0.068 0.401
C 1.0170 1.1223 0.1793 0.153 0.337 0.175 -0.523
H -4.3059 -2.5296 0.4077 0.017 -0.016 -0.046 0.455
H 0.8843 4.3190 1.2614 -0.042 0.080 0.040 0.432
H -6.6614 -2.4054 0.4643 -0.071 -0.058 -0.016 0.339
C 1.5814 -1.3685 1.3636 -0.150 -0.091 0.002 -1.873
H 3.9190 -3.1220 -0.4907 0.109 -0.130 -0.020 0.431
C 0.4830 2.3148 0.6582 0.069 -0.178 -0.067 -0.557
C -5.3088 0.5976 -0.0742 0.144 0.111 0.236 -0.725
N -2.8789 0.5086 0.1252 -0.310 0.059 0.270 0.235
C -2.0046 1.0357 -0.7533 0.319 -0.100 -0.141 0.457
H -0.3102 0.7116 -1.9913 -0.134 -0.057 0.131 0.341
C 3.2141 2.1289 0.1870 0.182 -0.009 0.007 -0.409
H -6.7181 -1.5049 -1.0687 -0.014 -0.008 -0.033 0.381
C 1.3120 3.3986 0.8946 0.041 -0.013 -0.031 -0.784
```
Positions in Å, forces in eV/Å.

Calculated values
HOMO-LUMO gap	9.3	eV
SMILES	CN1CCN(C(=O)CN2C(=O)CC(C)(C)S(=O)(=O)c3ccccc32)CC1
maximum force	0.81	eV/Å
ΔE to the lowest compared entry with this formula, charge and spin	1.548	eV
HOMO energy	-8.85	eV

---

(2)
Density functional theory data (ωB97M-V/def2-TZVPD) for C18H25N4OPd as an isolated structure.

XYZ file:
```
49
Properties=species:S:1:pos:R:3:forces:R:3:mulliken_charge:R:1
C -3.2140 2.8723 -3.3438 0.017 0.006 0.007 0.543
H 1.1697 -4.2144 2.4222 -0.007 -0.005 -0.002 0.410
C -5.5513 0.4622 2.7139 0.001 -0.002 0.000 -1.375
C 4.9721 -1.0252 -2.1472 0.009 0.000 -0.005 -1.636
H 2.8446 -1.8701 0.0404 -0.004 0.005 0.026 -0.115
C -1.9295 -0.0658 1.7222 -0.068 0.049 0.044 -0.267
N -0.7662 0.9998 -2.1450 -0.067 -0.092 0.079 -0.530
C 3.6817 -2.3914 -3.7974 -0.015 -0.002 0.010 -1.635
H -0.9718 -0.3547 2.1343 0.025 -0.049 -0.053 0.449
C 0.6017 -3.2992 2.2327 0.006 0.010 0.003 -1.941
H 2.8346 -2.4140 -4.4841 -0.001 0.000 0.002 0.387
H -5.1942 0.8445 0.0136 0.001 0.002 -0.007 0.407
C 3.7660 -1.0284 -3.0962 0.001 -0.006 0.013 2.275
H 5.8916 -1.2438 -2.6988 0.003 0.012 -0.002 0.436
C -3.0707 0.0341 2.5004 -0.009 0.040 -0.020 -0.831
H -0.4619 -3.5454 2.1964 -0.004 0.007 0.004 0.405
C -3.1059 0.4679 -0.1682 0.005 0.097 -0.030 -0.217
H 0.9975 -3.1394 -1.1874 0.022 0.039 -0.036 0.252
C 2.5289 -0.7937 -2.3321 -0.032 0.081 -0.085 -0.142
O 0.2878 -1.4477 0.8403 -0.001 -0.043 -0.108 -0.733
H 4.8475 -1.7762 -1.3659 0.007 -0.008 -0.007 0.324
C -4.2862 0.3541 1.9114 -0.006 0.005 0.016 1.368
H 4.5981 -2.5882 -4.3622 0.000 0.003 -0.002 0.419
N -1.9584 2.5623 -3.6141 -0.006 0.010 0.009 -0.723
Pd -0.1436 -0.3094 -0.7276 0.015 0.439 0.148 0.549
H 4.0364 1.0478 -3.6670 -0.010 0.001 -0.001 0.363
H 2.7319 -1.6498 1.7921 0.002 -0.008 0.005 0.354
H -5.9903 1.4555 2.6088 0.000 -0.001 -0.001 0.320
C 0.7111 -3.5884 -0.2376 0.002 0.006 0.019 -1.751
H -0.3623 -3.7930 -0.2587 0.004 0.011 -0.008 0.358
C 2.5293 -2.3406 0.9702 0.001 -0.006 -0.013 -1.031
N -1.9439 0.1476 0.4054 0.032 -0.330 0.001 -0.175
H 5.0759 -0.0517 -1.6660 -0.009 -0.006 0.010 0.375
H -3.0040 -0.1479 3.5658 0.004 0.005 0.001 0.297
H 0.7671 -2.6070 3.0616 0.012 -0.007 0.000 0.399
H -3.0792 0.6565 -1.2316 -0.021 -0.056 -0.008 0.381
H 1.2454 -4.5367 -0.1178 -0.008 0.005 -0.008 0.416
H 3.5436 -3.1882 -3.0648 0.003 0.001 0.000 0.336
H 3.1102 -3.2552 1.1285 -0.002 -0.007 -0.005 0.422
C 3.9441 0.0735 -4.1484 0.010 -0.007 -0.008 -1.731
H 3.0803 0.1077 -4.8129 0.003 -0.005 -0.005 0.389
C 1.0261 -2.6332 0.9160 0.001 0.026 0.055 1.939
H 4.8425 -0.1098 -4.7462 0.005 0.005 0.006 0.399
C 1.5045 -0.6048 -1.7140 0.014 -0.238 0.011 -0.875
N -4.3176 3.1882 -3.1676 -0.009 -0.013 -0.002 -0.604
H -5.3664 0.2780 3.7714 0.000 0.000 0.000 0.340
H -6.2913 -0.2597 2.3646 -0.001 0.001 0.000 0.308
C -4.2869 0.5764 0.5395 0.009 0.042 0.003 -0.891
C -1.3610 1.7375 -2.8142 0.065 -0.016 -0.056 0.582
```
Positions in Å, forces in eV/Å.

Calculated values
HOMO-LUMO gap	7.8	eV
maximum force	0.46	eV/Å
total charge	-1
ΔE to the lowest compared entry with this formula, charge and spin	0.000	eV
HOMO energy	-5.07	eV

---

Q: Which value of HOMO energy does entry 2 give?
A: -5.07 eV